Entry 1:
Here is a molecular structure, C24H24Br45ClO2S from OMol25. Energies are from ωB97M-V with the def2-TZVPD basis set.

Results
* LUMO energy: -2.223 eV
* M: 4007.65 g mol⁻¹

```
97
Properties=species:S:1:pos:R:3:forces:R:3:lowdin_charge:R:1
S 3.348 1.568 -2.621 0.2 -0.7 0.8 0.699
H -6.935 7.224 0.191 0.2 0.4 -0.3 -0.022
Br 1.496 6.637 -0.116 -0.4 -0.1 -0.3 0.566
C 6.044 -0.598 0.330 2.9 -1.9 1.0 -0.218
Br -7.100 -3.470 1.882 -0.3 -0.3 0.1 0.579
Br -2.522 6.546 3.586 0.2 -0.1 0.5 0.540
H 0.544 5.109 -1.845 -0.1 0.4 0.2 -0.060
Br -7.821 -6.610 1.881 -0.1 0.4 0.1 0.548
Br 4.336 -2.929 -1.470 -0.4 -0.6 -0.4 0.705
Br -2.994 -5.426 1.802 0.0 -0.5 0.1 0.546
C 4.250 0.855 1.843 3.9 -1.8 -2.1 -0.196
Br -0.752 -0.945 3.993 0.5 -0.2 0.2 0.536
H 5.938 -0.358 2.795 -0.9 0.4 -2.6 0.131
Br -2.994 -4.012 -1.486 -0.5 0.1 -0.2 0.523
H 5.148 -0.644 -3.326 1.5 1.0 1.8 0.013
O 7.088 -1.431 0.318 -6.3 5.0 -0.3 -0.035
Br 4.818 -2.860 -4.656 -0.3 -0.4 0.1 0.620
Br -5.879 1.748 -4.000 0.2 0.1 0.4 0.555
C 4.124 0.883 -1.060 2.4 -2.8 2.4 -0.395
Br -7.417 7.986 -2.135 0.3 0.0 0.4 0.553
C 2.785 6.702 7.612 -0.1 0.0 -0.2 -1.623
C -5.477 2.276 -2.172 -0.1 0.0 0.2 -1.572
H 6.383 0.501 -5.212 1.1 1.7 1.3 0.090
H 2.960 -6.510 4.324 -0.2 0.4 0.3 -0.023
Br 0.239 -0.101 -4.069 -0.7 -0.1 -0.1 0.526
Br -5.627 -2.270 -2.133 0.2 -0.4 0.2 0.534
H -5.031 -3.597 -0.105 0.0 -0.1 -0.5 -0.094
Br 2.331 1.873 -6.269 0.0 0.5 0.0 0.529
C 1.631 3.687 -6.209 -0.1 0.1 -0.2 -1.567
H 8.210 1.029 -4.801 -2.7 0.3 0.2 0.090
H 1.385 -2.199 4.288 -0.1 0.5 0.0 -0.119
Br -1.457 5.372 -0.377 0.4 0.2 -0.2 0.506
Br 1.081 -4.889 4.062 0.3 -0.2 0.2 0.592
C 5.968 -0.377 -2.534 1.1 -0.2 1.1 -0.263
C 5.325 -0.013 -1.034 -2.2 1.6 -1.5 -0.167
Br -4.140 3.984 1.749 0.0 -0.6 0.0 0.501
H -1.664 4.365 4.443 -0.1 0.4 0.2 -0.072
C -1.155 -10.541 -2.003 0.1 -0.2 -0.1 -1.590
H 3.828 1.264 2.876 1.5 -0.5 -2.9 0.070
Br 2.190 -0.349 2.820 -1.6 -1.2 1.1 0.775
H -4.257 -7.529 2.258 0.4 0.1 -0.3 -0.028
H 1.026 3.826 -7.111 0.3 -0.1 0.4 -0.020
Br -1.924 -8.401 2.427 -0.3 0.3 -0.2 0.553
H -3.543 2.657 3.776 0.0 -0.1 -0.5 -0.073
Br 0.215 -9.884 -0.787 -0.4 -0.1 -0.3 0.541
Br -0.314 7.290 -2.701 0.1 -0.3 0.4 0.542
C 3.791 -3.638 -3.198 0.0 -0.3 0.1 -1.537
Br -6.795 9.692 0.526 0.1 -0.4 -0.3 0.559
Br -0.713 5.893 6.171 -0.4 -0.2 -0.2 0.577
Br 1.605 6.973 9.134 0.3 -0.1 -0.4 0.540
C -6.498 8.019 -0.421 -0.1 -0.2 0.1 -1.599
Br 0.451 3.957 -4.686 0.3 -0.1 -0.4 0.560
C -3.359 -7.331 1.663 -0.3 -0.1 0.1 -1.554
H 6.683 -1.328 -2.460 -1.7 2.1 0.1 0.108
Br -4.604 7.618 -0.607 -0.4 0.1 0.0 0.515
H -0.737 -11.412 -2.516 -0.2 0.4 0.2 -0.025
Br -3.665 4.629 5.910 0.4 0.2 -0.2 0.587
Br 4.206 8.029 7.553 -0.4 -0.4 0.1 0.559
Br -1.595 -9.231 -3.373 0.1 -0.3 0.4 0.547
Br -3.761 -7.860 -0.165 0.3 0.2 0.7 0.504
C -8.521 -4.796 1.941 -0.2 0.0 -0.2 -1.589
H -9.126 -4.657 1.039 0.3 -0.1 0.4 -0.019
Br 3.485 4.888 7.551 -0.2 0.5 0.1 0.546
C 6.909 0.917 -2.931 -0.9 0.2 0.6 -0.263
Br 1.876 -3.456 -3.483 0.5 0.0 0.1 0.559
O 2.390 2.049 0.571 6.6 -4.4 -1.3 -0.072
C 5.436 -0.059 1.768 -2.8 2.4 -0.3 0.005
H 2.180 6.842 6.710 0.3 -0.1 0.4 -0.059
H 7.948 0.775 -2.386 -2.0 0.4 -1.3 0.129
Br -5.111 4.182 -2.033 -0.1 -0.4 -0.1 0.523
H 6.386 1.864 -2.445 1.2 -2.0 -1.2 0.084
Br -9.701 -4.526 3.464 0.4 -0.1 -0.4 0.567
H 2.591 0.574 -3.307 1.2 0.5 1.4 -0.186
Br 1.709 -0.418 6.005 -0.1 -0.1 -0.5 0.568
C 1.164 -1.127 4.278 -0.2 -0.4 0.0 -1.557
Br -5.886 -5.432 -1.565 0.1 0.6 0.0 0.527
Br -2.738 -11.149 -1.049 0.5 0.0 -0.3 0.527
H -0.712 -1.629 -5.798 -0.2 0.4 0.2 -0.021
Br -4.399 0.823 2.316 0.2 0.3 0.2 0.546
Br -1.570 0.552 -6.655 0.1 -0.3 0.4 0.560
C 7.059 1.182 -4.542 1.6 -0.5 1.1 -0.510
C 0.125 5.981 -1.331 0.1 -0.2 -0.1 -1.593
C -3.415 2.455 2.708 0.0 0.1 0.2 -1.558
H -6.374 2.079 -1.577 0.4 0.1 -0.3 -0.018
Cl 6.753 3.022 -4.795 0.1 -1.8 -0.2 0.428
C -4.902 -3.800 -1.174 0.0 0.0 0.2 -1.586
Br -2.713 -1.366 -4.331 0.4 0.2 -0.2 0.530
Br 2.036 -6.568 6.642 0.1 0.3 -0.4 0.565
Br -1.507 2.242 2.395 -0.5 0.2 -0.1 0.565
H 4.013 -4.710 -3.188 -0.1 0.5 0.0 -0.021
Br 3.052 5.013 -6.268 -0.4 -0.4 0.1 0.569
C 2.583 -5.718 4.979 0.1 -0.2 -0.1 -1.589
C -1.131 -0.757 -5.285 0.0 -0.2 -0.2 -1.559
C -2.083 5.237 4.956 0.1 -0.1 -0.3 -1.586
Br -4.042 1.207 -1.408 -0.3 0.4 -0.3 0.516
C 3.493 1.305 0.421 -3.8 3.0 1.1 -0.255
Br 4.045 -4.465 5.254 -0.4 -0.2 -0.1 0.560
```
Positions in Å, forces in eV/Å.

Entry 2:
Here is a molecular structure, C24H24BrN6O2PtS from OMol25. Energies are from ωB97M-V with the def2-TZVPD basis set.

Results
* LUMO energy: -4.095 eV
* M: 735.55 g mol⁻¹
* relative energy (zero: lowest compared OMol25 entry of this formula, charge and spin): 15.46 kcal/mol
* net charge: +1

```
59
Properties=species:S:1:pos:R:3:forces:R:3:lowdin_charge:R:1
C -2.086 -3.412 -1.494 0.2 -0.4 -0.1 -0.017
C -0.789 3.830 -4.547 0.1 -0.1 -0.1 -0.023
N -2.903 4.183 -1.667 -0.1 -0.2 0.4 0.180
H 4.218 -2.036 3.942 0.0 0.1 0.0 0.116
C 2.641 -4.602 0.440 -0.2 -0.1 0.2 0.003
C -2.243 5.734 -4.956 -0.1 0.1 0.0 -0.083
C 1.734 -3.437 0.254 0.9 0.3 0.9 -0.238
C -1.489 -4.647 -1.255 -0.4 0.3 -0.2 -0.019
H -2.541 6.527 -5.628 0.0 0.0 0.0 0.105
C -0.224 -4.698 -0.711 0.7 0.1 0.2 0.021
C 6.001 -2.232 2.752 -0.1 0.1 0.0 -0.079
C 4.971 -1.386 3.493 0.2 -0.3 -0.2 -0.219
N -1.311 2.764 -2.305 0.2 -0.1 -0.1 0.156
N 3.101 -2.026 1.478 0.8 -0.9 0.9 0.023
C -3.030 1.242 2.399 -0.1 0.1 0.0 -0.055
C 0.446 -3.514 -0.398 -1.0 0.0 -0.9 -0.202
C -2.468 4.546 -2.916 0.4 -0.3 -0.3 -0.218
C 3.381 -0.767 1.714 -0.4 0.9 -0.4 -0.753
C -2.216 3.124 -1.329 -0.1 0.4 -0.3 -0.252
H -4.031 3.783 0.386 0.0 0.0 0.0 0.112
H 6.705 -1.598 2.214 0.1 0.0 0.0 0.080
H -1.771 -1.286 -1.382 0.0 0.0 0.0 0.121
C -3.467 2.939 0.751 0.0 0.1 -0.1 -0.061
H 5.504 -2.885 2.039 0.0 0.0 0.0 0.051
C -1.366 -2.274 -1.202 0.0 0.1 -0.1 -0.089
N 4.287 -0.432 2.624 0.1 -0.3 -0.1 -0.001
N -0.138 -2.322 -0.686 -0.5 -0.3 0.6 -0.075
H 2.360 -5.172 1.329 0.0 0.0 0.0 0.106
H 6.552 -2.848 3.461 0.0 0.0 0.0 0.079
S 2.611 0.587 0.866 -0.3 -0.2 0.3 0.569
C -1.497 -0.885 3.292 0.1 -0.1 0.1 -0.052
C -1.454 3.665 -3.339 -0.3 0.5 0.0 -0.186
H -3.078 -3.341 -1.914 0.0 0.0 0.0 0.121
Br -5.086 3.066 3.075 0.0 -0.1 -0.1 0.794
H 5.448 -0.805 4.280 -0.1 0.0 0.0 0.120
O -1.258 -0.324 2.009 0.2 -0.1 -0.3 -0.131
H 0.023 3.180 -4.846 0.0 0.0 0.0 0.109
Pt 0.904 -0.757 0.098 0.2 0.2 0.2 0.933
C -1.989 0.747 1.631 0.2 0.0 -0.1 -0.219
C -2.427 2.447 -0.045 0.0 -0.2 0.2 -0.065
N 2.032 -2.258 0.729 -0.8 0.9 -1.6 -0.162
H 3.665 -4.264 0.572 0.0 0.0 0.0 0.077
C -3.736 2.353 1.962 0.0 0.0 0.0 -0.660
H -0.778 -1.695 3.401 0.0 0.1 0.0 0.095
H 4.538 0.541 2.682 -0.1 0.0 0.0 0.127
H -0.707 5.050 -6.292 0.0 0.0 0.0 0.105
H -3.678 6.253 -3.433 0.0 0.0 0.0 0.115
H 2.585 -5.265 -0.422 0.0 0.0 0.0 0.092
H -3.299 0.788 3.340 0.1 0.0 0.0 0.102
C -1.201 4.878 -5.346 0.0 -0.1 0.0 -0.084
C -2.883 5.591 -3.744 0.1 -0.1 0.0 -0.004
C -1.663 1.378 0.417 -0.3 0.3 0.0 -0.133
H -0.780 1.915 -2.359 -0.1 0.0 0.0 0.142
H -1.331 -0.148 4.079 0.0 0.0 0.0 0.107
H 0.258 -5.647 -0.521 0.0 0.0 0.0 0.123
H -2.506 -1.295 3.367 0.0 0.0 0.0 0.102
O -0.559 0.974 -0.388 0.6 -0.9 0.5 -0.130
H 0.040 1.732 -0.454 0.0 0.1 0.1 0.105
H -2.021 -5.557 -1.498 0.0 0.0 0.0 0.124
```
Positions in Å, forces in eV/Å.

Entry 3:
Here is a molecular structure, C24H24F6IrN4O7S2 from OMol25. Energies are from ωB97M-V with the def2-TZVPD basis set.

Results
* LUMO energy (alpha / beta): -5.988 / -9.425 eV
* <S²>: 8.79
* M: 850.82 g mol⁻¹
* multiplicity: 6
* relative energy (zero: lowest compared OMol25 entry of this formula, charge and spin): 29.47 kcal/mol
* net charge: +2

```
68
Properties=species:S:1:pos:R:3:forces:R:3:lowdin_charge:R:1
C -0.232 1.001 -7.387 0.0 0.0 0.0 0.015
F 1.621 2.292 3.524 0.0 0.1 0.0 0.170
C -2.052 -1.765 1.871 0.0 0.0 0.0 -0.161
H -4.434 1.136 0.486 0.0 0.0 0.0 0.150
N -1.226 -0.872 -1.858 -0.1 0.0 0.0 -0.049
O 4.675 2.215 -0.226 0.0 -0.1 -0.1 -0.187
O -0.863 -0.979 1.974 0.1 0.1 0.0 -0.300
H -2.727 1.945 -4.586 0.0 0.0 0.0 0.129
H -3.005 3.123 0.903 0.0 0.0 0.0 0.145
H -2.269 -2.253 2.822 0.0 0.0 0.0 0.149
C -2.940 -2.021 -2.913 0.2 -0.1 0.4 -0.011
C 0.063 0.692 -6.072 0.0 0.0 0.0 -0.008
C -2.026 1.683 -5.371 0.0 0.0 0.0 -0.015
S 2.644 0.443 2.060 0.0 -0.2 -0.1 0.669
Ir -0.322 0.030 -0.104 -0.2 -0.2 0.1 1.457
C 2.691 2.161 2.752 0.0 -0.1 -0.1 -0.677
F 2.616 3.026 1.740 0.0 0.0 0.0 0.148
C -0.723 -0.374 3.277 0.0 0.0 0.0 -0.027
H -4.088 -1.503 1.230 0.0 0.0 0.0 0.150
F 5.793 0.053 -2.029 0.1 0.0 0.0 0.190
C -2.132 -1.941 -1.778 -0.3 -0.3 0.0 -0.036
H -1.612 0.203 3.534 0.0 0.0 0.0 0.099
N 4.016 0.252 1.287 0.0 0.1 -0.1 -0.240
C -1.428 -0.318 -3.039 0.1 0.1 -0.2 -0.185
H -2.889 -0.762 -4.713 0.1 0.0 0.0 0.128
H 3.614 2.626 -2.992 0.0 0.0 0.0 0.142
H -3.479 -0.200 2.263 0.0 0.0 0.0 0.130
H -1.280 2.999 -1.348 0.0 0.0 0.0 0.095
O -2.813 -0.162 0.293 0.0 0.0 -0.1 -0.248
C -0.540 0.679 -3.651 -0.2 0.0 -0.1 -0.008
C -2.309 2.019 -6.680 -0.1 0.0 0.0 0.011
C 2.248 1.539 -1.540 0.1 0.2 0.0 -0.328
C 1.686 1.928 -3.717 -0.1 0.0 -0.1 0.049
C 0.628 1.142 -3.036 0.0 0.0 0.1 -0.199
C -3.388 1.141 0.170 0.0 0.0 0.0 -0.141
C -0.830 1.034 -5.052 0.0 -0.1 0.1 -0.204
H 0.448 0.726 -8.183 0.0 0.0 0.0 0.136
O 2.539 -0.465 3.140 0.0 0.0 0.0 -0.192
C -3.213 -0.891 1.461 0.0 0.0 0.0 -0.140
F 6.701 -0.111 -0.066 0.1 0.0 0.0 0.216
C -1.414 1.672 -7.692 0.0 0.0 -0.1 -0.193
O 3.153 0.480 -1.100 -0.1 0.0 -0.1 -0.183
H 0.141 0.278 3.255 -0.1 0.0 0.0 0.056
C -2.518 -1.010 -3.730 0.0 0.3 -0.3 0.059
H 2.188 2.305 -0.764 0.0 -0.1 0.1 0.137
C -0.884 3.190 -0.348 -0.1 0.1 0.0 -0.046
H -1.278 4.133 0.030 0.0 0.0 0.0 0.110
H -3.706 -2.753 -3.105 0.0 0.0 0.0 0.128
C -1.718 2.000 -9.061 0.0 0.0 0.0 -0.154
H 0.976 0.159 -5.837 0.0 0.0 0.0 0.134
C 5.614 -0.294 -0.769 -0.1 0.1 0.0 -0.688
H -2.122 -2.609 -0.933 0.0 0.1 0.0 0.112
H 0.200 3.249 -0.384 0.0 0.0 0.0 0.082
N -1.963 2.257 -10.153 0.0 0.0 0.1 0.205
O -1.216 2.124 0.556 0.3 0.0 -0.2 -0.294
H -3.346 1.394 -0.890 0.0 0.0 0.0 0.135
S 4.302 0.849 -0.098 0.1 0.0 0.1 0.822
O 1.547 0.524 1.093 0.0 0.2 0.2 -0.420
F 3.789 2.361 3.434 0.0 0.0 0.1 0.208
H 1.641 2.259 -4.741 0.0 0.0 0.0 0.127
H -0.562 -1.155 4.018 0.0 0.0 0.0 0.119
C 2.669 2.121 -2.851 0.0 0.0 0.1 0.056
H -1.853 -2.540 1.134 0.0 0.0 0.0 0.117
H -2.577 1.838 2.039 0.0 0.0 0.0 0.128
H -3.220 2.547 -6.929 0.0 0.0 0.0 0.135
N 0.943 0.932 -1.756 0.0 -0.1 0.0 0.034
F 5.181 -1.530 -0.680 0.0 -0.1 0.0 0.201
C -2.584 2.121 0.986 -0.1 0.0 0.0 -0.149
```
Positions in Å, forces in eV/Å.

Entry 4:
Here is a molecular structure, C24H24F6O14Zr from OMol25. Energies are from ωB97M-V with the def2-TZVPD basis set.

Results
* LUMO energy: 3.860 eV
* M: 741.65 g mol⁻¹
* relative energy (zero: lowest compared OMol25 entry of this formula, charge and spin): 22.75 kcal/mol
* net charge: -2

```
69
Properties=species:S:1:pos:R:3:forces:R:3:lowdin_charge:R:1
H -1.820 -1.789 -4.129 0.0 0.1 -0.2 0.075
O 3.063 -2.921 -1.228 0.4 -0.4 0.1 0.060
O 1.148 -0.077 2.291 -0.5 -0.7 -0.1 -0.214
C 0.929 4.353 -1.729 1.2 0.9 0.1 -0.021
F -3.818 2.433 0.306 0.1 -0.2 0.3 0.192
Zr -0.246 -0.349 0.730 -0.7 1.1 0.1 2.014
C 0.535 3.024 -1.646 -0.4 0.6 -0.4 -0.415
F 3.737 -3.036 2.030 0.1 0.2 -0.3 0.160
H 3.154 1.654 0.130 0.3 0.3 0.1 0.114
C 1.399 2.062 -0.867 0.7 -0.4 0.3 -0.309
C -2.857 0.884 -1.179 0.2 -0.4 0.5 -0.383
O -0.664 1.584 1.640 -0.2 -0.2 0.0 -0.192
O -3.086 0.754 -2.440 -0.9 0.4 -0.8 0.083
F 4.735 -1.345 1.088 0.1 -0.1 0.1 0.193
H -1.198 -3.072 -2.237 -0.1 0.1 -0.1 0.087
H -1.160 0.015 -2.804 -0.2 -0.2 0.7 0.119
C -2.125 0.141 -3.283 1.5 -0.2 -1.3 -0.186
O 2.388 6.021 -0.910 0.3 0.8 -0.5 0.001
H -3.380 -3.131 -0.118 0.4 0.6 0.4 0.075
H -3.239 -1.706 -1.213 0.0 0.0 0.3 0.046
C 1.664 3.800 3.451 -0.5 -0.1 -1.0 -0.363
F -5.110 1.688 -1.223 -0.2 -0.2 -0.2 0.155
O -0.519 2.620 -2.168 -0.9 -1.0 -0.3 -0.035
O 4.078 4.193 0.053 1.8 0.0 0.1 0.060
O -0.683 -1.995 -0.618 1.1 1.6 1.7 -0.400
H 1.582 -1.889 -2.337 0.3 0.2 0.4 0.136
H 2.700 -4.642 -3.059 0.1 -0.1 -0.2 0.075
O -1.761 -1.002 2.053 1.5 0.4 -1.9 -0.399
C 0.529 3.395 2.660 -1.4 -0.2 0.2 0.035
C 2.201 1.370 3.850 -0.9 -1.0 -0.9 0.022
O 2.061 4.937 3.417 0.5 1.0 0.6 0.090
F 5.067 -3.361 0.347 -0.1 0.2 0.1 0.146
H -2.417 -1.391 5.299 0.0 -0.1 -0.1 0.059
C 2.936 -2.314 -0.068 1.1 -0.2 -0.6 -0.384
C -2.507 -1.431 3.105 -0.7 -0.6 0.5 -0.437
H 1.058 -3.377 -1.605 0.2 0.2 0.5 0.103
C 1.257 1.060 2.913 -0.6 0.9 0.1 -0.313
H -3.210 -1.691 -3.116 -0.1 0.1 -0.5 0.043
F -4.547 0.376 0.401 0.2 0.1 0.0 0.171
H -2.528 -2.539 3.147 0.4 0.0 0.1 0.096
C 3.137 3.772 -0.564 -2.1 0.7 0.9 -0.346
O 2.051 -1.609 0.249 -1.5 0.6 0.9 0.128
H -0.046 4.157 2.152 0.1 0.1 0.0 0.123
H -0.921 -0.897 4.437 0.0 -0.2 0.1 0.068
H 2.928 -3.070 -3.935 0.3 -0.4 0.0 0.077
H 0.331 5.129 -2.197 -0.4 -0.4 0.0 0.093
H -1.247 -3.985 -0.778 0.1 0.1 0.3 0.106
C -2.664 -1.139 -3.886 0.1 -0.5 0.7 -0.054
H -3.590 -1.210 3.015 0.2 0.4 -0.3 0.097
C 2.622 2.428 -0.416 0.0 -0.6 -0.5 0.019
C -1.446 -2.963 -1.160 -0.3 -0.6 -0.7 -0.451
O 3.143 3.009 5.154 0.6 0.8 0.5 0.048
H -3.479 -3.376 -1.763 0.2 0.3 -0.3 0.073
H 2.696 0.521 4.305 0.6 0.3 0.0 0.111
C 4.155 -2.516 0.860 -0.1 -0.3 0.1 -0.523
H 1.373 -3.833 -3.943 -0.1 -0.1 0.2 0.073
C -2.015 -0.865 4.429 0.4 0.4 0.1 -0.093
C 2.260 -3.686 -3.328 0.1 0.9 0.0 -0.058
H -2.254 0.197 4.534 -0.2 0.0 -0.1 0.072
C 2.127 4.855 -1.148 -0.2 -1.4 0.4 -0.403
C 1.912 -2.892 -2.075 -1.0 -0.8 -1.2 -0.201
C -4.107 1.349 -0.405 0.1 0.7 -0.1 -0.527
C 0.200 2.093 2.471 2.2 -0.8 -1.1 -0.316
O 0.990 0.825 -0.650 -1.5 -1.0 0.7 -0.242
O -1.852 0.589 -0.609 0.1 -0.2 0.6 0.029
C 2.416 2.734 4.220 0.0 -1.2 0.9 -0.369
C -2.941 -2.737 -1.041 -1.1 -1.1 0.0 -0.094
H -3.275 -1.000 -4.774 -0.1 0.1 0.1 0.072
H -1.849 0.815 -4.090 -0.5 0.6 0.1 0.128
```
Positions in Å, forces in eV/Å.